# 1
ORCA calculation (ωB97M-V/def2-TZVPD) on a 10-piece molecular cluster, C4H28NO11 overall.

Element x y z (Å)
O 3.68 -2.33 -0.64
H 2.09 1.35 -3.15
H -3.65 3.13 -0.57
O -0.30 -3.18 -0.53
H 0.66 1.89 1.91
O -2.28 -2.81 1.39
H 3.05 -2.75 -0.05
H 1.07 -2.92 2.27
H 2.93 -0.50 -2.08
H 0.89 0.00 0.83
C -0.14 1.77 1.18
C 0.10 2.89 0.15
C -1.40 2.00 2.02
H 3.73 -1.08 1.91
N -0.03 0.40 0.73
H 2.51 -1.21 2.73
H -3.86 -0.54 -1.41
H -2.29 1.61 1.50
H 1.00 2.60 -0.42
O 0.20 -0.82 -1.27
H -1.85 -1.94 1.38
H -2.66 0.25 -2.15
C -0.69 -0.07 -0.53
H -1.55 -0.64 -0.16
O -3.33 3.02 -1.47
O 1.70 -2.85 1.54
H -0.04 -2.24 -0.88
H -0.58 2.79 -0.70
H -2.84 2.19 -1.52
H -1.51 3.03 2.36
O 3.21 -0.57 2.54
H -1.39 0.41 3.25
H -0.37 -3.64 -1.37
H -0.92 0.79 -1.17
O 2.53 0.19 -1.53
H 0.94 0.68 -3.71
O -3.59 0.02 -2.14
H -1.64 -3.35 0.89
H 0.16 3.87 0.60
H 1.59 -0.17 -1.37
O -1.24 1.36 3.30
H 1.07 -2.64 0.83
H 3.55 -1.37 -0.56
O 1.51 1.43 -3.94

* molar mass: 266.3 g/mol
* charge: -1
* maximum force: 0.04256 Eh/bohr
* LUMO: 2.73 eV
* E: -28616.763 eV


# 2
ORCA calculation (ωB97M-V/def2-TZVPD) on a 10-piece molecular cluster, C4H28O10 overall.

Element x y z (Å)
H 0.81 -3.38 -0.53
H -0.34 0.20 5.15
H -0.05 1.81 -2.60
H 1.72 -2.49 2.39
H -3.64 -1.66 -0.84
C 0.52 3.50 1.65
C -3.47 -2.05 0.16
H 0.54 -2.48 1.44
H -0.59 -3.18 -1.08
O 0.25 0.15 -0.01
H 3.27 -0.31 0.06
H 0.98 3.15 2.57
H 0.86 2.63 -3.83
O 2.86 0.13 0.81
H 3.99 -0.68 -2.94
H -3.63 -3.13 0.10
H -5.29 -1.92 0.77
H -0.94 3.15 -4.62
H 0.06 4.47 1.80
O 0.84 -1.37 -3.04
H 0.57 -2.09 -2.47
H 0.65 -0.02 -0.86
H 0.23 1.62 4.24
H 1.94 0.21 0.57
C -0.58 0.90 4.35
C 0.13 1.84 -3.67
O -4.44 -1.64 1.12
H 1.27 3.73 0.90
H 0.05 -0.50 3.01
H 0.54 0.87 -3.91
H 2.53 -0.53 -2.57
O 3.41 -0.19 -2.37
O -1.06 2.26 -4.27
O 0.85 -2.11 2.26
O 0.09 -2.75 -0.56
H 0.33 -1.48 -3.84
H -0.16 -0.68 0.23
H -2.48 -1.67 0.39
O -0.71 0.07 3.18
O -0.41 2.55 1.12
H 0.05 1.70 1.08
H -1.53 1.33 4.66

* spin multiplicity: 2
* molar mass: 236.3 g/mol
* charge: +1
* maximum force: 0.04555 Eh/bohr
* LUMO (alpha / beta): -2.91 / -8.98 eV
* E: -25065.897 eV


# 3
ORCA calculation (ωB97M-V/def2-TZVPD) on C4H29CrCuNO14S as an isolated structure.

Element x y z (Å)
H -3.11 -2.22 2.44
H 4.46 -3.36 -1.01
H 0.36 2.43 1.95
H 1.81 0.46 -0.75
C 2.76 -0.41 -2.24
C 4.10 -0.18 -2.89
O 1.29 2.45 2.20
H 2.01 -0.61 -3.00
H -2.53 1.90 3.19
O -0.52 -0.26 -2.33
H 3.52 -1.34 -0.53
H -3.51 0.06 1.46
H -1.64 -1.65 0.11
H -2.51 1.60 4.67
H -3.71 -0.05 -0.98
H 3.15 1.21 -1.20
H -0.96 -0.85 -2.94
H 4.15 0.56 -3.69
O -3.10 1.77 3.94
H 4.47 -1.09 -3.36
H -3.80 0.60 2.85
O -4.30 -0.63 -1.45
H 0.55 -0.42 1.89
Cr 0.22 1.76 -2.16
C 2.69 -1.55 -1.22
H -2.89 -1.82 -0.74
O -0.08 1.40 -0.16
H -1.87 -1.45 2.04
H -1.55 3.45 1.51
H 3.37 -4.76 -1.39
H 1.65 3.19 1.72
H 2.94 -3.66 -0.06
O -1.97 -2.08 -0.68
O -2.43 1.04 -0.23
H 1.36 0.69 2.52
O -4.18 0.06 2.15
Cu -3.06 3.10 -0.78
H -0.56 -0.71 -1.49
O -1.76 4.19 0.94
O 2.96 -2.73 -1.91
C 3.43 -3.73 -1.03
H 4.86 0.15 -2.17
H -0.94 4.70 0.90
H -4.63 -0.10 -2.18
O -1.47 1.75 1.79
S -1.22 0.94 0.60
O -1.01 -0.46 0.97
O -2.16 -2.16 2.60
O 1.32 -0.26 2.42
H 1.74 -1.72 -0.72
N 2.32 0.77 -1.57

* spin multiplicity: 6
* molar mass: 462.9 g/mol
* charge: +2
* maximum force: 0.11475 Eh/bohr
* LUMO (alpha / beta): -9.75 / -12.08 eV
* E: -118649.052 eV


# 4
ORCA calculation (ωB97M-V/def2-TZVPD) on a 10-piece molecular cluster, C4H29N2O10 overall.

Element x y z (Å)
O 0.02 0.53 3.68
H 1.83 0.14 1.56
C 1.71 -2.23 0.04
H 1.77 -3.18 -0.27
H -2.15 1.53 -2.15
O -2.03 -0.75 2.49
O 3.70 0.82 -2.71
O -1.87 -2.55 -1.46
H -2.88 -0.21 -3.87
H 2.43 0.55 -0.92
H -2.54 -1.11 3.21
H -1.73 -3.55 1.28
O 0.85 2.86 1.28
H 0.30 0.14 4.52
H 1.52 2.09 1.55
H -2.21 -1.21 -3.00
H -0.62 -0.44 0.36
H 0.58 -1.65 -1.67
O 2.12 0.72 2.25
H 3.09 0.53 2.48
H 2.52 -1.45 -1.76
N -1.35 1.53 0.65
C 1.53 -1.32 -1.22
H -1.87 1.12 1.39
H -1.34 -2.73 -0.75
C -0.86 0.43 -0.26
H 0.94 3.47 2.03
H -1.99 2.19 0.19
H -0.54 2.20 0.89
H -1.93 3.07 -2.03
H -1.30 -0.27 2.97
C 0.32 0.89 -1.09
H -1.68 0.23 -1.04
H 0.01 0.64 -2.18
O -2.21 2.35 -1.52
H 4.62 0.71 -2.46
O -2.33 -0.24 -3.15
H 0.56 2.00 -0.90
O -1.01 -2.94 1.19
O 1.85 -1.81 1.16
H -1.45 -2.07 1.49
H -2.57 -3.30 -1.43
H 3.78 1.46 -3.39
N 1.63 0.10 -0.68
H 0.79 0.71 3.27

* molar mass: 265.3 g/mol
* charge: +1
* maximum force: 0.12722 Eh/bohr
* LUMO: -2.16 eV
* E: -28066.960 eV


# 5
ORCA calculation (ωB97M-V/def2-TZVPD) on a 11-piece molecular cluster, C4H29N2O12 overall.

Element x y z (Å)
H -1.26 0.62 -3.17
O -0.01 -3.49 1.78
H -3.86 -0.93 2.73
H -2.15 -1.64 0.70
C -1.66 -0.54 2.54
H -0.99 -4.09 -0.73
H -0.82 -0.52 3.19
H -4.15 1.04 0.08
H 4.87 1.11 -0.89
N 1.99 0.12 0.12
O 3.73 2.36 1.43
H 1.65 -1.32 1.52
H 0.54 2.90 -0.88
H 0.86 0.19 1.96
O -2.73 -1.39 4.38
H 0.78 3.07 -5.30
H -4.93 1.44 -1.21
H 5.15 -0.12 -1.62
O -1.04 0.97 -2.35
H 1.61 0.96 -0.28
C -0.29 -0.83 0.52
H 3.30 3.11 0.91
H -1.47 0.37 -1.60
O -1.65 -4.19 -0.22
H 2.19 -0.51 -0.71
N -1.42 -1.13 1.17
H -2.41 4.44 -1.33
O -0.44 -1.03 -0.72
C 1.04 -0.44 1.14
H 0.32 1.71 -4.86
H -0.39 -4.07 1.00
O 1.45 2.62 -1.17
C -2.87 -1.13 3.25
H 0.80 -4.08 1.91
H 3.30 -1.92 -2.56
H -1.86 0.54 2.44
O -1.80 4.23 -0.65
O 0.30 2.62 -4.63
H -2.19 -4.92 -0.47
O -4.10 1.40 -0.77
H 4.00 -1.65 -0.99
O 4.46 0.21 -0.99
O 3.15 -1.79 -1.64
H 1.18 2.34 -2.03
H 2.70 0.34 0.73
H 3.75 2.54 2.43
H -2.40 3.50 -0.34

* molar mass: 297.3 g/mol
* charge: +1
* maximum force: 0.19433 Eh/bohr
* LUMO: -2.57 eV
* E: -32160.270 eV


# 6
ORCA calculation (ωB97M-V/def2-TZVPD) on a 9-piece molecular cluster, C4H29N2O8 overall.

Element x y z (Å)
H -1.36 -1.63 3.70
O 1.96 2.31 -1.44
H 0.85 -0.33 4.15
H -1.24 1.03 -1.55
H 0.31 2.07 -3.85
H -2.21 -0.12 1.67
O -3.44 0.56 -2.71
O 3.35 -0.19 0.99
H 0.83 -1.26 -2.53
H -0.04 -1.98 2.87
H -2.14 -1.92 1.40
H -1.32 1.75 3.26
N 0.94 0.54 2.26
H 0.17 -1.31 0.33
O 0.92 1.33 -3.73
H 1.59 1.75 -3.15
H 2.61 3.01 -1.60
H -2.67 0.18 -3.17
H -1.34 -0.95 -0.34
H 4.24 0.20 0.96
C 0.09 0.07 3.37
H -1.52 0.80 4.64
N -0.68 -0.76 0.43
H 3.03 0.22 0.17
H -4.16 -0.05 -2.87
H 1.86 0.14 2.09
C -0.75 -1.15 2.92
H 1.13 2.67 -1.10
C -0.73 1.16 4.00
H -0.57 0.11 -4.62
C -1.58 -1.02 1.65
H -0.64 0.04 -3.16
H -2.15 2.16 -1.39
O -1.15 -0.25 -3.93
H 2.21 -2.60 1.15
H -0.06 1.68 4.70
O -1.60 1.57 -0.84
H 0.86 1.51 2.03
O 1.35 -2.95 1.42
H 0.23 -2.46 -1.83
H 1.41 -3.91 1.40
O 0.68 -1.63 -1.65
H -0.33 0.19 0.45

* molar mass: 233.3 g/mol
* charge: +1
* maximum force: 0.04251 Eh/bohr
* LUMO: -2.80 eV
* E: -23973.195 eV


# 7
ORCA calculation (ωB97M-V/def2-TZVPD) on a 10-piece molecular cluster, C4H29NO10 overall.

Element x y z (Å)
C 0.64 1.25 -0.56
H 3.16 -1.20 2.07
H 1.08 -0.36 2.89
O -2.32 -0.56 2.38
H 3.50 -1.57 -1.13
H -1.23 2.08 1.34
H 3.79 2.47 1.89
C 2.69 -0.93 -1.48
H -3.03 -0.12 -0.82
O 3.85 1.87 1.13
H 0.64 0.16 -3.07
H -0.13 -1.38 -2.68
H 2.49 -1.21 -2.52
O -0.49 -3.35 -0.66
H 0.49 -0.25 4.34
O -1.54 1.88 2.24
H -1.92 2.27 -3.56
H -2.56 -1.29 0.94
H -0.80 1.46 2.70
H 3.03 0.11 -1.49
C -0.06 -0.34 -2.39
H -1.43 -0.69 2.77
H -2.42 1.23 -0.42
O -0.58 1.98 -0.39
H 2.13 -0.71 0.93
N 1.53 -1.08 -0.61
H 1.19 -2.03 -0.62
H -2.66 2.04 -2.25
H -0.89 2.38 -1.24
O -2.71 -1.74 0.06
H 1.29 1.77 -1.27
H 1.15 1.31 0.40
H -3.57 -2.20 0.10
H -0.43 -0.56 -0.30
O 2.51 -0.54 1.87
H -0.57 -4.13 -0.09
H -2.35 0.42 2.23
C 0.38 -0.21 -0.94
H 3.39 1.05 1.39
H -1.26 -2.78 -0.39
O -3.12 0.85 -0.97
O 0.26 -0.12 3.39
O -2.05 2.65 -2.68
H -1.04 0.10 -2.53

* molar mass: 251.3 g/mol
* maximum force: 0.02015 Eh/bohr
* SMILES: CN[C@H](C)CO.O.O.O.O.O.O.O.O.O
* LUMO: 0.25 eV
* E: -26585.699 eV


# 8
ORCA calculation (ωB97M-V/def2-TZVPD) on a 10-piece molecular cluster, C4H29NO9S2 overall.

Element x y z (Å)
H 2.68 2.38 -1.58
C 0.57 -0.72 2.69
S -1.47 0.67 1.43
O 4.03 2.03 0.68
N 1.47 0.53 2.82
H 3.49 1.26 -2.26
H 1.90 0.39 3.70
H -2.83 1.36 -1.23
C -0.19 -0.61 1.38
C -3.70 1.03 -0.71
H -4.05 -2.15 -2.03
H -2.78 -4.18 -0.37
H 2.44 -1.73 2.11
O 1.41 3.47 2.46
H 4.16 1.88 1.62
H 0.73 3.75 -1.58
H 0.60 3.75 0.06
H -3.14 -2.41 -3.25
H -4.56 1.73 -0.64
H -0.20 -3.78 -0.92
H 0.47 -0.23 0.59
O -0.12 1.29 -2.50
H 1.61 -2.19 3.79
H 0.58 3.13 2.86
O -0.83 -1.11 -1.68
H -0.15 1.38 -3.47
H 2.15 2.89 2.35
H -2.17 -3.03 -1.08
H 1.05 -2.78 2.25
H -0.10 -0.76 3.57
O 2.60 1.56 -2.10
O -2.12 -4.00 -1.11
C 1.51 -1.91 2.67
H -1.70 -0.92 -2.04
H -4.16 0.26 -1.37
H -0.17 -0.47 -2.08
H 2.09 0.59 1.99
H 0.18 -3.19 -2.22
O -3.35 -1.76 -2.56
H 0.84 1.41 -2.44
O 1.12 3.95 -0.72
O 0.55 -3.77 -1.54
H -0.55 -1.65 1.23
H 3.34 2.66 0.50
S -3.21 -0.02 0.74

* spin multiplicity: 2
* molar mass: 299.4 g/mol
* charge: +1
* maximum force: 0.06104 Eh/bohr
* LUMO (alpha / beta): -3.74 / -7.49 eV
* E: -46198.070 eV


# 9
ORCA calculation (ωB97M-V/def2-TZVPD) on C4H2BaO2 as an isolated structure.

Element x y z (Å)
Ba -0.48 0.67 -0.45
C -0.06 -1.63 1.63
C -1.34 -1.69 1.22
O -1.79 -0.77 0.35
H 3.23 -1.26 0.84
O 2.80 -0.88 0.07
H -2.06 -2.45 1.54
C 1.63 -0.20 0.48
C 0.91 -0.76 1.45

* molar mass: 219.4 g/mol
* maximum force: 0.06016 Eh/bohr
* LUMO: -0.71 eV
* E: -8963.387 eV


# 10
ORCA calculation (ωB97M-V/def2-TZVPD) on C4H2Br2Cl2F2N2 as an isolated structure.

Element x y z (Å)
Br 1.91 1.32 3.23
Br -0.02 3.01 -0.21
N 0.57 0.59 2.20
Cl -1.66 -0.64 0.65
C 0.87 -0.41 1.53
F 1.70 -2.15 -0.45
N -0.20 1.77 -1.58
F 2.06 -1.01 1.70
C -1.37 1.37 -1.91
Cl -1.58 0.37 -3.23
H -2.29 1.62 -1.53
C -0.04 -1.12 0.68
C 0.40 -2.03 -0.21
H -0.34 -2.69 -0.87

* molar mass: 346.8 g/mol
* maximum force: 0.06643 Eh/bohr
* LUMO: -0.21 eV
* E: -177721.642 eV


# 11
ORCA calculation (ωB97M-V/def2-TZVPD) on a 2-piece molecular cluster, C4H2BrClF3O2 overall.

Element x y z (Å)
C -0.23 0.08 -1.37
O 1.14 -0.53 -1.37
H -0.45 0.35 -2.34
C 0.17 -1.41 -1.36
C -3.87 0.10 0.85
F -3.23 2.14 2.01
F -3.93 -0.54 2.00
Cl -3.20 2.20 -0.60
F -5.20 0.21 0.50
O -0.09 -2.58 -1.37
H -0.44 0.55 -0.33
Br -3.18 -1.23 -0.48
C -2.89 1.22 0.87

* molar mass: 254.4 g/mol
* charge: -1
* maximum force: 0.08955 Eh/bohr
* LUMO: 3.26 eV
* E: -98991.049 eV


# 12
ORCA calculation (ωB97M-V/def2-TZVPD) on a 2-piece molecular cluster, C4H2BrClO4 overall.

Element x y z (Å)
C 1.00 -0.30 -0.51
O 2.14 -2.29 -0.93
C -1.35 1.51 -0.13
H -0.65 0.05 1.49
C 1.57 -1.67 -0.02
Cl 2.01 1.00 0.06
Br -1.95 -1.30 -0.15
C -0.84 0.14 0.43
O -1.26 1.70 -1.35
O -1.81 2.25 0.75
H 0.80 -0.17 -1.57
O 1.44 -1.96 1.17

* spin multiplicity: 3
* molar mass: 229.4 g/mol
* charge: -2
* maximum force: 0.10007 Eh/bohr
* LUMO (alpha / beta): 5.61 / 5.35 eV
* E: -94931.238 eV


# 13
ORCA calculation (ωB97M-V/def2-TZVPD) on a 2-piece molecular cluster, C4H2BrNOS overall.

Element x y z (Å)
Br 1.54 3.43 0.67
S -0.61 -0.93 1.12
H 0.48 -1.52 -2.25
C 0.11 -1.24 -1.32
C -0.49 -1.97 -0.30
O -0.71 2.47 2.11
C 0.05 0.32 0.18
N 0.41 0.01 -0.98
C 0.12 2.34 1.32
H -0.91 -2.90 -0.55

* molar mass: 192.0 g/mol
* maximum force: 0.07237 Eh/bohr
* LUMO (alpha / beta): -0.85 / -0.85 eV
* E: -88592.229 eV


# 14
ORCA calculation (ωB97M-V/def2-TZVPD) on C4H2CeO6 as an isolated structure.

Element x y z (Å)
C 0.85 0.02 -0.18
Ce 3.80 -0.58 -0.54
O -4.13 -1.31 0.00
O -0.49 0.36 0.05
O 1.68 0.65 0.48
C -3.80 -0.17 -0.36
O -2.86 0.03 -1.19
O -3.30 0.34 0.95
C -1.44 -0.54 -0.09
C -2.40 -0.61 1.08
H -2.08 -0.95 2.07
H -1.12 -1.52 -0.49
O 1.12 -0.88 -0.99

* spin multiplicity: 2
* molar mass: 286.2 g/mol
* charge: +3
* maximum force: 0.14382 Eh/bohr
* LUMO (alpha / beta): -16.91 / -16.06 eV
* E: -29353.620 eV


# 15
ORCA calculation (ωB97M-V/def2-TZVPD) on one molecule with the formula C4H2Cl2.

Element x y z (Å)
C 0.06 1.90 -0.01
H -2.19 -0.73 0.70
Cl 2.25 -1.76 0.00
H 0.41 -0.91 -0.83
Cl 1.43 0.98 -0.20
C -1.81 0.14 0.27
C -1.04 1.05 0.06
C 0.89 -0.67 0.01

* molar mass: 121.0 g/mol
* maximum force: 0.08488 Eh/bohr
* LUMO (alpha / beta): -1.33 / -1.99 eV
* E: -29215.604 eV


# 16
ORCA calculation (ωB97M-V/def2-TZVPD) on one molecule with the formula C4H2Cl2.

Element x y z (Å)
H -0.63 -0.02 1.47
C 2.84 -0.06 0.27
C 1.68 0.27 -0.08
Cl -1.78 1.42 -0.22
Cl -2.00 -1.46 0.11
H 0.46 -0.16 -1.51
C -0.97 -0.05 0.40
C 0.41 0.06 -0.43

* molar mass: 121.0 g/mol
* maximum force: 0.05690 Eh/bohr
* LUMO: -1.88 eV
* E: -29219.556 eV


# 17
ORCA calculation (ωB97M-V/def2-TZVPD) on one molecule with the formula C4H2Cl2.

Element x y z (Å)
C -1.09 -0.26 -0.89
H -0.07 0.14 2.06
C -0.13 -0.93 -1.29
H -2.12 0.03 -0.82
C 0.31 0.47 0.99
Cl 0.17 2.21 0.61
Cl 1.77 -0.23 0.54
C 1.17 -1.43 -1.21

* molar mass: 121.0 g/mol
* maximum force: 0.07616 Eh/bohr
* LUMO (alpha / beta): -1.75 / -1.75 eV
* E: -29216.357 eV


# 18
ORCA calculation (ωB97M-V/def2-TZVPD) on one molecule with the formula C4H2Cl2O.

Element x y z (Å)
Cl 3.75 0.96 0.91
H -0.47 0.50 -1.23
C 0.36 0.25 -0.58
Cl 3.29 -1.59 -0.36
H -0.30 -0.62 1.40
C 1.74 0.61 -0.96
O 2.15 1.38 -1.78
C 2.67 -0.06 0.09
C 0.34 -0.28 0.62

* molar mass: 137.0 g/mol
* maximum force: 0.05098 Eh/bohr
* LUMO (alpha / beta): -0.70 / -0.71 eV
* E: -31268.319 eV


# 19
ORCA calculation (ωB97M-V/def2-TZVPD) on one molecule with the formula C4H2ClNO.

Element x y z (Å)
H 1.44 -2.12 -0.09
Cl 3.59 -0.07 0.05
N -0.17 -0.66 0.03
O -2.22 2.12 -0.04
C -0.74 0.34 0.19
C -1.99 0.95 -0.02
H -2.89 0.30 -0.23
C 1.89 0.15 0.03
C 1.10 -1.01 0.08

* molar mass: 115.5 g/mol
* maximum force: 0.07680 Eh/bohr
* LUMO (alpha / beta): -1.65 / -1.65 eV
* E: -20234.002 eV


# 20
ORCA calculation (ωB97M-V/def2-TZVPD) on an isolated ion of composition C4H2ClO2 and charge -1.

Element x y z (Å)
C 1.17 -0.82 0.06
C -1.48 -0.48 0.11
O 3.29 -2.09 -0.02
O -0.42 -2.64 -0.07
H 0.98 0.25 -0.32
Cl -3.04 -1.16 0.03
C -0.36 -1.39 0.02
C 2.28 -1.45 -0.03
H -1.29 0.45 -0.27

* molar mass: 117.5 g/mol
* charge: -1
* maximum force: 0.09552 Eh/bohr
* SMILES: O=C=C/C([O-])=C/Cl
* LUMO: 3.80 eV
* E: -20796.677 eV